# CH7NOS2

A cluster of 2 separate species, CH7NOS2 in total in a non-equilibrium geometry (wB97M-V/def2-TZVPD, the OMol25 dataset).

Results
SMILES: NCO.SS
Energy relative to the best compared isomer or geometry (same formula, charge and spin): 1.098 eV
Charge: 0
Frontier orbital gap: 9.401 eV
Largest force on an atom: 3.58 eV/Å
LUMO energy: 0.2 eV

Cartesian coordinates (Å):
N 1.1410 2.1114 0.8257
C 0.8324 0.7990 1.4932
O 0.2088 -0.0648 0.6558
H 2.1277 2.1410 0.4393
H 0.4691 2.0296 0.0886
H 1.7539 0.2467 1.7916
H 0.1986 0.9950 2.4788
H -0.7885 -0.0610 0.7774
S -1.9096 -1.0258 -2.5027
S -1.5255 -2.3646 -0.9305
H -2.0655 -2.0778 -3.5799
H -0.4424 -2.7285 -1.5374

***

# CH7NOSi

An isolated molecule of CH7NOSi in a non-equilibrium geometry (wB97M-V/def2-TZVPD, the OMol25 dataset).

Results
SMILES: CON[SiH3]
Energy relative to the best compared isomer or geometry (same formula, charge and spin): 0.755 eV
Charge: 0
Frontier orbital gap: 10.941 eV
Largest force on an atom: 3.69 eV/Å
LUMO energy: 1.1 eV

Cartesian coordinates (Å):
C -1.9638 0.2808 0.1162
O -0.8334 -0.2341 -0.4783
N 0.3360 -0.4626 0.5488
Si 1.9077 -0.0109 -0.2049
H -1.6128 1.2386 0.5717
H -2.4732 -0.3342 0.8263
H -2.5589 0.7372 -0.7158
H 0.3205 -1.4438 0.5826
H 2.9059 -0.9791 0.1577
H 1.6012 -0.1379 -1.6739
H 2.3709 1.3460 0.2695

***

# CH7NS2

A cluster of 2 separate species, CH7NS2 in total in a non-equilibrium geometry (wB97M-V/def2-TZVPD, the OMol25 dataset).

Results
SMILES: CSS.N
Energy relative to the best compared isomer or geometry (same formula, charge and spin): 1.035 eV
Charge: 0
Frontier orbital gap: 8.916 eV
Largest force on an atom: 5.47 eV/Å
LUMO energy: 0.6 eV

Cartesian coordinates (Å):
C -1.8769 0.4448 -0.4780
S -1.5475 -1.1709 0.2781
S -0.3945 -0.7856 1.8859
H -2.5650 0.4011 -1.3893
H -0.8334 1.0076 -0.4587
H -2.3397 1.1757 0.2024
H 0.6963 0.0164 1.5180
N 2.0361 -0.1485 -0.3811
H 2.8039 0.4349 -0.7451
H 2.2958 -0.5811 0.5588
H 1.7249 -0.7945 -0.9908

***

# CH7NS2

A cluster of 2 separate species, CH7NS2 in total in a non-equilibrium geometry (wB97M-V/def2-TZVPD, the OMol25 dataset).

Results
SMILES: CSS.N
Energy relative to the best compared isomer or geometry (same formula, charge and spin): 0.905 eV
Charge: 0
Frontier orbital gap: 8.683 eV
Largest force on an atom: 2.14 eV/Å
LUMO energy: 0.7 eV

Cartesian coordinates (Å):
C 1.7184 -0.5333 0.1031
S -0.0276 -0.5727 -0.4162
S -0.2521 1.0530 -1.5570
H 2.0387 0.3127 -0.4243
H 2.2004 -1.4112 -0.2324
H 1.9931 -0.4037 1.1642
H 0.5219 2.0030 -0.9435
N -1.2872 -0.4282 3.0662
H -0.6525 -1.2036 2.8632
H -0.7435 0.0809 3.8022
H -2.1821 -0.8671 3.2600

***

# CH7O2

A cluster of 2 separate species, CH7O2 in total in a non-equilibrium geometry (wB97M-V/def2-TZVPD, the OMol25 dataset).

Results
Energy relative to the best compared isomer or geometry (same formula, charge and spin): 0.216 eV
Charge: +1
Frontier orbital gap: 14.134 eV
Largest force on an atom: 1.90 eV/Å
LUMO energy: -3.8 eV

Cartesian coordinates (Å):
O 0.5514 0.5001 -1.7113
H 0.8163 1.4467 -1.7017
H 0.6517 0.2720 -2.6350
H -1.6096 0.3564 0.6239
C 0.0061 -0.6306 1.2831
O -0.7182 0.2270 0.3431
H -0.6838 -1.3373 1.7195
H 0.5452 -0.0306 2.0049
H 0.7206 -1.1932 0.6920
H -0.2796 0.3895 -0.6186

***

# CH7O2S

A structure of composition CH7O2S in a non-equilibrium geometry (wB97M-V/def2-TZVPD, the OMol25 dataset).

Results
Energy relative to the best compared isomer or geometry (same formula, charge and spin): 2.166 eV
Charge: -1
Frontier orbital gap: 6.973 eV
Largest force on an atom: 4.64 eV/Å
LUMO energy: 4.3 eV

Cartesian coordinates (Å):
C 0.8490 1.4309 0.8237
S -0.4733 0.4120 0.4263
H 1.2222 1.8649 -0.0560
H 0.5700 2.0944 1.6127
H 1.6225 0.7935 1.1340
H 1.3219 -2.1108 -0.5019
H 1.6794 -1.1851 0.6166
O 1.7130 -2.1349 0.3255
H -1.4721 0.8554 -0.9790
H -2.5450 -0.3243 -1.8621
O -1.7029 -0.0108 -1.7914